No. 1
{
  "formula": "C45H95Cl2O7P",
  "method": "ωB97M-V/def2-TZVPD",
  "multiplicity": 1,
  "charge": 0,
  "smiles": "CCCCCCCCCCCCC[PH2](COc1cc(C)ccc1C(C)C)/C(Cl)=C(\\C)Cl.CC(C)O.CC(C)O.CC(C)O.CC(C)O.CC(C)O.CC(C)O",
  "gap_ev": 8.08,
  "homo_energy_ev": -7.70,
  "species": ["C", "C", "C", "C", "C", "C", "C", "C", "C", "C", "C", "C", "C", "P", "C", "O", "C", "C", "C", "C", "C", "C", "C", "C", "C", "C", "C", "Cl", "C", "C", "Cl", "H", "H", "H", "H", "H", "H", "H", "H", "H", "H", "H", "H", "H", "H", "H", "H", "H", "H", "H", "H", "H", "H", "H", "H", "H", "H", "H", "H", "H", "H", "H", "H", "H", "H", "H", "H", "H", "H", "H", "H", "H", "H", "H", "H", "H", "H", "H", "C", "C", "C", "O", "H", "H", "H", "H", "H", "H", "H", "H", "C", "C", "C", "O", "H", "H", "H", "H", "H", "H", "H", "H", "C", "C", "C", "O", "H", "H", "H", "H", "H", "H", "H", "H", "C", "C", "C", "O", "H", "H", "H", "H", "H", "H", "H", "H", "C", "C", "C", "O", "H", "H", "H", "H", "H", "H", "H", "H", "C", "C", "C", "O", "H", "H", "H", "H", "H", "H", "H", "H"],
  "positions_angstrom": [[-9.441098, 3.382624, 1.521266], [-7.913496, 3.830354, 1.915364], [-7.007208, 2.578999, 2.545595], [-5.805407, 3.153871, 3.551216], [-5.284954, 2.042370, 4.643554], [-4.088680, 1.052601, 4.073348], [-2.722948, 1.885169, 3.618293], [-1.325430, 1.036429, 3.965415], [-0.602942, 0.439696, 2.580151], [0.871223, 1.191787, 2.346917], [1.863972, 0.375520, 1.329192], [3.371163, 0.085681, 1.927240], [4.152748, 1.451781, 2.453757], [5.955565, 1.607401, 1.843178], [5.470097, 2.731125, 0.366555], [6.701622, 3.219259, -0.271867], [6.896581, 2.666967, -1.620147], [6.521783, 1.155002, -2.129323], [6.834856, 0.736468, -3.701394], [6.444003, -0.767011, -4.320533], [7.562323, 1.761185, -4.801754], [7.939709, 3.277374, -4.290663], [7.622642, 3.684579, -2.731269], [8.058876, 5.211989, -2.217672], [6.749393, 6.180839, -2.031511], [9.281233, 5.868735, -3.103488], [6.675163, 0.593943, 3.310161], [5.689622, -0.541099, 4.401788], [8.151650, 0.708089, 3.643990], [9.229995, 1.616071, 2.807615], [8.824668, -0.270279, 5.108750], [-10.191336, 4.051547, 2.135045], [-9.597402, 3.613128, 0.361416], [-9.565614, 2.229070, 1.702901], [-7.994023, 4.720176, 2.691105], [-7.400831, 4.285216, 0.942943], [-7.745376, 1.838508, 3.103568], [-6.541910, 2.001154, 1.616833], [-4.929303, 3.547327, 2.865426], [-6.280422, 4.108226, 4.073128], [-6.221248, 1.400054, 4.974774], [-4.953799, 2.647241, 5.607094], [-3.846420, 0.209963, 4.873043], [-4.553201, 0.485821, 3.139666], [-2.779303, 2.172257, 2.475603], [-2.676600, 2.878761, 4.264498], [-1.624685, 0.099798, 4.636008], [-0.598351, 1.702831, 4.604947], [-0.436834, -0.737564, 2.678108], [-1.297438, 0.729788, 1.679204], [0.695854, 2.308035, 1.968069], [1.314539, 1.318722, 3.447680], [1.991109, 1.001687, 0.348244], [1.365348, -0.692635, 1.140436], [3.205303, -0.571035, 2.910347], [4.032736, -0.586057, 1.217320], [4.018850, 1.619873, 3.627934], [3.553687, 2.357190, 1.957284], [6.486098, 0.623092, 0.929180], [6.720468, 2.749803, 2.362367], [4.677283, 2.272957, -0.361803], [4.948302, 3.690243, 0.849517], [6.013002, 0.417291, -1.360301], [5.878806, -0.526446, -5.344011], [5.662496, -1.288323, -3.615586], [7.393513, -1.415045, -4.553656], [7.786788, 1.388308, -5.894129], [8.437232, 4.030189, -5.071091], [8.509133, 5.038248, -1.125524], [6.174791, 6.227312, -3.068770], [6.006613, 5.700740, -1.232359], [7.046273, 7.233899, -1.615267], [9.835346, 6.713476, -2.467429], [10.143303, 5.085986, -3.366929], [8.904738, 6.438129, -4.082606], [8.872359, 1.662085, 1.682339], [10.319314, 1.129396, 2.775258], [9.282765, 2.750478, 3.169625], [11.336768, -3.075359, -3.938153], [9.880093, -3.097969, -4.373251], [9.505326, -4.438208, -4.985576], [9.656216, -2.063470, -5.327818], [12.003700, -3.232307, -4.793355], [11.595603, -2.100689, -3.510729], [11.537797, -3.849869, -3.191585], [9.235366, -2.893767, -3.511512], [10.107346, -4.643368, -5.877954], [8.457728, -4.435628, -5.305233], [9.651446, -5.253536, -4.270368], [10.224615, -2.236513, -6.096577], [-13.554305, 0.515351, 0.915049], [-13.098113, 1.416703, 2.051347], [-14.264886, 1.827801, 2.935240], [-12.481338, 2.582478, 1.510919], [-14.275354, 1.031168, 0.270980], [-12.706197, 0.237509, 0.280080], [-14.019206, -0.398257, 1.298232], [-12.345138, 0.897005, 2.653767], [-15.011063, 2.390203, 2.362718], [-13.923566, 2.486117, 3.741325], [-14.751042, 0.953512, 3.378981], [-13.142576, 3.050365, 0.974394], [-10.027986, 0.636012, 5.536875], [-11.510199, 0.742183, 5.858582], [-11.750437, 0.777081, 7.359480], [-12.196600, -0.373214, 5.296223], [-9.602590, -0.285977, 5.948919], [-9.871036, 0.599405, 4.453503], [-9.473990, 1.488154, 5.942566], [-11.922791, 1.646692, 5.398586], [-11.386126, -0.139983, 7.836060], [-12.822168, 0.841151, 7.576134], [-11.248080, 1.633478, 7.819760], [-11.836777, -1.180960, 5.698824], [6.796141, -4.997096, -1.596199], [7.582561, -6.288684, -1.754528], [6.997492, -7.402045, -0.900275], [8.938369, -6.065546, -1.375710], [6.820783, -4.648053, -0.557755], [7.235913, -4.201469, -2.207138], [5.751946, -5.131609, -1.894871], [7.582235, -6.593156, -2.806794], [7.029366, -7.138201, 0.162846], [7.580914, -8.321901, -1.014887], [5.959345, -7.608634, -1.178135], [8.948463, -5.794728, -0.442668], [-16.968454, 3.724393, -2.562006], [-16.143733, 2.468277, -2.330204], [-16.905870, 1.220254, -2.746392], [-15.803068, 2.375120, -0.949344], [-17.890647, 3.702435, -1.970500], [-16.412189, 4.613600, -2.246492], [-17.233381, 3.833323, -3.618221], [-15.207394, 2.533315, -2.895010], [-17.825815, 1.109561, -2.161323], [-16.304882, 0.323248, -2.562421], [-17.168878, 1.254148, -3.808142], [-16.628423, 2.316967, -0.440009], [9.730236, -8.706466, -4.465493], [9.656166, -8.701164, -5.984115], [10.314503, -9.937525, -6.575412], [10.305557, -7.535247, -6.484551], [10.771449, -8.706928, -4.123912], [9.263562, -7.804894, -4.054335], [9.225443, -9.583473, -4.048739], [8.608720, -8.654467, -6.301355], [11.376458, -9.981523, -6.308629], [10.264516, -9.914047, -7.669305], [9.827179, -10.851407, -6.221900], [11.236298, -7.568089, -6.207681]],
  "forces_ev_per_angstrom": [[0.65, 0.51, -0.59], [0.11, 0.24, -0.04], [-0.03, 0.58, -0.56], [-0.78, -0.02, -0.71], [-0.22, 0.44, 0.13], [-0.64, 0.09, -0.35], [0.08, -0.09, 1.02], [-0.70, -0.71, -0.42], [0.56, 0.90, 0.45], [-0.39, 0.24, 0.87], [0.37, -0.18, 0.22], [-0.47, -0.68, 1.66], [-2.03, 0.83, -0.27], [-1.17, 0.70, 0.33], [-1.65, 1.42, 0.17], [-0.76, -2.16, -3.21], [1.23, -0.73, -4.11], [1.53, 2.87, -2.18], [1.09, 2.37, 0.17], [-0.60, 1.56, -0.05], [-1.03, 1.47, 4.72], [-1.82, -3.40, 2.38], [-0.40, -1.51, -1.01], [0.37, -1.00, 0.96], [-0.32, -0.76, -0.08], [0.43, 0.73, 0.09], [5.88, -0.74, 2.85], [1.15, 1.29, -1.36], [-3.66, -0.26, -0.85], [-0.25, -0.19, -0.60], [-0.76, 1.52, -2.16], [1.32, -1.78, -1.29], [0.10, -0.65, 2.60], [-0.10, 2.39, -0.29], [0.36, -1.89, -1.44], [-0.86, -1.05, 2.18], [1.62, 1.56, -0.97], [-0.94, 1.05, 2.07], [-1.65, -0.82, 1.49], [1.12, -2.10, -0.82], [1.92, 1.19, -0.71], [-0.36, -1.40, -1.95], [-0.39, 1.94, -1.58], [1.07, 1.14, 1.85], [0.18, -0.57, 2.37], [-0.24, -1.96, -1.46], [0.64, 2.09, -1.34], [-1.33, -1.30, -1.44], [-0.41, 2.64, -0.37], [1.33, -0.98, 1.66], [0.28, -2.46, 0.73], [-0.59, -0.45, -2.44], [-0.44, -1.42, 1.63], [1.15, 2.42, 0.06], [0.46, 1.30, -2.20], [-1.40, 1.55, 1.21], [0.60, -0.63, -2.66], [1.41, -1.81, 1.00], [-0.10, 0.35, 0.41], [-0.36, -0.88, -0.41], [1.67, 0.77, 0.98], [1.11, -1.80, -1.06], [1.15, 1.53, -1.98], [1.29, -0.68, 2.22], [1.75, 0.89, -1.33], [-1.87, 1.33, 0.62], [-0.56, 0.82, 2.51], [-1.23, -1.74, 2.19], [-0.98, 0.34, -2.34], [1.22, 0.20, 2.23], [1.69, 0.91, -1.80], [-0.48, -1.93, -1.06], [-1.39, -1.82, -1.21], [-2.18, 1.59, 0.48], [0.73, -1.52, 2.03], [0.66, -0.14, 2.28], [-2.58, 1.04, 0.42], [-0.11, -2.63, -0.48], [0.13, 0.17, 0.33], [0.46, -0.41, -0.39], [-0.25, -0.13, 0.07], [-0.11, 0.28, -0.18], [-0.12, -0.12, 0.01], [-0.09, -0.14, -0.01], [0.00, 0.07, -0.09], [0.02, 0.17, -0.18], [0.04, -0.01, 0.15], [0.10, 0.01, 0.09], [0.01, 0.05, -0.10], [-0.25, 0.03, 0.36], [0.08, -0.24, -0.18], [-0.53, 0.09, -0.32], [-0.02, -0.01, 0.35], [0.11, 0.25, -0.06], [0.02, -0.03, 0.18], [-0.05, -0.01, 0.16], [0.05, 0.06, -0.04], [0.02, 0.22, -0.08], [0.05, -0.13, -0.09], [0.00, -0.14, -0.07], [0.04, 0.11, -0.02], [0.21, -0.28, 0.19], [0.18, 0.16, -0.28], [0.38, -0.41, 0.38], [-0.26, 0.20, 0.18], [-0.18, -0.17, -0.16], [-0.08, 0.09, 0.11], [-0.06, 0.09, 0.13], [-0.01, -0.10, -0.04], [-0.08, -0.25, -0.07], [0.11, 0.09, -0.09], [0.15, 0.06, -0.07], [-0.04, -0.11, 0.00], [-0.13, 0.38, -0.16], [-0.08, 0.24, -0.26], [-0.21, 0.18, 0.66], [-0.02, -0.36, -0.09], [0.28, 0.03, -0.03], [-0.05, -0.16, -0.02], [-0.07, -0.14, 0.00], [0.09, 0.05, 0.06], [0.21, 0.07, 0.13], [-0.08, 0.11, -0.11], [-0.10, 0.13, -0.06], [0.09, 0.01, 0.08], [-0.04, -0.12, -0.41], [0.13, 0.33, -0.10], [-0.67, -0.01, 0.08], [0.15, -0.31, -0.14], [0.11, 0.04, 0.28], [0.03, -0.13, -0.11], [-0.03, -0.14, -0.10], [-0.01, 0.01, 0.12], [-0.02, -0.02, 0.28], [0.02, 0.15, -0.09], [-0.03, 0.16, -0.08], [-0.01, -0.03, 0.12], [0.32, 0.02, -0.25], [-0.26, 0.12, 0.21], [0.60, -0.21, 0.29], [-0.12, -0.19, -0.30], [0.07, 0.23, -0.13], [-0.06, -0.11, -0.09], [0.03, -0.15, -0.07], [0.08, 0.08, 0.00], [0.19, 0.19, -0.06], [-0.11, 0.01, 0.13], [-0.07, 0.00, 0.16], [0.09, 0.06, -0.04], [-0.42, -0.03, -0.09]],
  "lowdin_charge": [-0.16, -0.27, -0.21, -0.22, -0.23, -0.21, -0.21, -0.20, -0.20, -0.22, -0.22, -0.26, -0.34, 0.76, -0.39, -0.23, -0.11, 0.02, -0.16, -0.11, -0.04, -0.03, -0.05, -0.37, -0.11, -0.14, -0.71, 0.48, -0.63, -0.16, 0.44, 0.08, 0.08, 0.07, 0.10, 0.11, 0.10, 0.11, 0.11, 0.11, 0.10, 0.11, 0.11, 0.11, 0.10, 0.11, 0.10, 0.10, 0.12, 0.10, 0.12, 0.11, 0.11, 0.12, 0.09, 0.11, 0.10, 0.09, 0.04, 0.06, 0.11, 0.11, 0.08, 0.09, 0.07, 0.06, 0.09, 0.10, 0.13, 0.09, 0.08, 0.08, 0.08, 0.09, 0.09, 0.07, 0.09, 0.10, -0.06, -0.50, -0.06, -0.08, 0.08, 0.08, 0.08, 0.13, 0.08, 0.08, 0.07, 0.09, -0.06, -0.49, -0.06, -0.07, 0.05, 0.08, 0.08, 0.13, 0.08, 0.07, 0.08, 0.09, -0.07, -0.51, -0.07, -0.07, 0.08, 0.07, 0.08, 0.13, 0.08, 0.08, 0.08, 0.09, -0.06, -0.51, -0.06, -0.07, 0.08, 0.07, 0.08, 0.12, 0.08, 0.08, 0.08, 0.09, -0.07, -0.50, -0.07, -0.08, 0.08, 0.08, 0.08, 0.14, 0.08, 0.08, 0.08, 0.10, -0.06, -0.50, -0.07, -0.07, 0.09, 0.06, 0.08, 0.14, 0.08, 0.08, 0.08, 0.09]
}

***

No. 2
{
  "formula": "C30H28CaN6OSe2",
  "method": "ωB97M-V/def2-TZVPD",
  "multiplicity": 1,
  "charge": 0,
  "gap_ev": 6.33,
  "de_lowest_kj_mol": 10.93,
  "homo_energy_ev": -6.83,
  "species": ["Ca", "C", "C", "N", "N", "C", "O", "C", "C", "C", "C", "C", "C", "C", "C", "C", "C", "C", "N", "H", "H", "H", "H", "H", "H", "H", "H", "H", "H", "H", "H", "Se", "Se", "C", "C", "C", "C", "C", "N", "C", "C", "C", "C", "C", "N", "H", "H", "H", "H", "H", "H", "H", "H", "C", "C", "C", "C", "C", "C", "N", "H", "H", "H", "H", "H", "H", "H", "H"],
  "positions_angstrom": [[9.432833, 9.331093, 10.499256], [4.887477, 10.828500, 10.528970], [6.344307, 10.645496, 10.194623], [7.083080, 9.937553, 10.983272], [6.588831, 9.377373, 12.098779], [7.448119, 8.482784, 12.628126], [8.519261, 8.113668, 12.111900], [6.960278, 7.907941, 13.953810], [7.745831, 6.947588, 14.572537], [7.333931, 6.461061, 15.823868], [6.055511, 6.755789, 16.285780], [5.183643, 7.541517, 15.531827], [5.653516, 8.140898, 14.360895], [7.012245, 11.166817, 8.919506], [6.385630, 12.138216, 8.127142], [6.972225, 12.394320, 6.847750], [8.111284, 11.755212, 6.524730], [8.754407, 10.947802, 7.445749], [8.212353, 10.584273, 8.649265], [4.569247, 10.043132, 11.229028], [4.334112, 10.917993, 9.535448], [4.748320, 11.858402, 10.996535], [8.724689, 6.679142, 14.237111], [7.960178, 5.807998, 16.375041], [5.661228, 6.350450, 17.223790], [4.170633, 7.686317, 15.881215], [4.989080, 8.781382, 13.831664], [5.411061, 12.588009, 8.330857], [6.472072, 13.041365, 6.122106], [8.656661, 12.003234, 5.636031], [9.690113, 10.506936, 7.220688], [8.884134, 7.106207, 6.337855], [10.541760, 6.495986, 7.854852], [11.582633, 8.080779, 7.869051], [12.655118, 8.241128, 7.076102], [13.507534, 9.303382, 7.324487], [13.146819, 10.281450, 8.279562], [11.945472, 10.132460, 8.942777], [11.195573, 9.025359, 8.781064], [7.351274, 7.224747, 7.507809], [6.116394, 7.386370, 6.910709], [5.027236, 7.564755, 7.788532], [5.251593, 7.484802, 9.181171], [6.502158, 7.248713, 9.622136], [7.569132, 7.238410, 8.821213], [12.853575, 7.520614, 6.296406], [14.359018, 9.520681, 6.685665], [13.767502, 11.134680, 8.472409], [11.576604, 10.899535, 9.631824], [5.963756, 7.430603, 5.815884], [4.049685, 7.645875, 7.362465], [4.359448, 7.539330, 9.885100], [6.748868, 7.317624, 10.699516], [9.377663, 13.226971, 10.864967], [10.548304, 12.298212, 11.049061], [11.855151, 12.683559, 10.983858], [12.639150, 11.652565, 11.555148], [11.725744, 10.704964, 12.002474], [12.056056, 9.315908, 12.546638], [10.441277, 11.070535, 11.685862], [9.007433, 13.528437, 11.832444], [8.550267, 12.753182, 10.369842], [9.707791, 14.153860, 10.348939], [12.136830, 13.649372, 10.607092], [13.771679, 11.661415, 11.801416], [13.060712, 9.348544, 13.040806], [12.135200, 8.655591, 11.702410], [11.353429, 9.066674, 13.310645]],
  "forces_ev_per_angstrom": [[-0.50, 0.02, -0.28], [-0.20, 2.04, -1.39], [0.24, -0.43, 0.62], [1.01, 0.28, -1.38], [-0.21, -0.28, 0.67], [-1.79, 1.10, 0.70], [0.87, -0.70, 0.15], [0.29, -0.52, -2.08], [-0.31, 0.48, 1.92], [-0.87, 0.35, -1.01], [-0.50, -0.14, 0.24], [0.83, 0.02, -0.23], [-0.27, -0.45, 1.45], [-0.79, -0.55, 1.72], [0.62, -0.47, -1.85], [-2.27, 0.39, 1.60], [1.94, -0.06, -0.11], [-1.42, -0.67, 1.82], [-0.10, 1.50, -2.16], [-0.07, 0.36, -0.52], [0.23, -0.57, 1.41], [0.08, -1.26, -0.25], [0.32, 0.08, -0.52], [0.53, -0.50, 0.45], [0.43, 0.02, -0.27], [-0.03, 0.13, -0.09], [-0.06, 0.42, -0.55], [0.48, -0.28, 0.40], [0.19, -0.06, 0.39], [-0.02, -0.13, -0.54], [0.81, -0.33, -0.19], [0.14, -0.09, 0.09], [-0.28, -0.54, -0.38], [-1.83, 1.25, 2.05], [1.49, -0.27, -0.86], [-0.31, 2.01, 0.34], [0.42, -1.16, -1.13], [-0.41, -0.68, 0.11], [0.56, -0.32, -0.53], [0.84, 0.50, 0.56], [-1.33, 0.37, 0.25], [1.39, -0.69, 0.17], [-3.46, -0.14, -0.83], [1.78, 1.11, 1.64], [-0.05, -0.54, -0.78], [0.14, -0.04, 0.02], [0.07, -0.39, 0.19], [0.15, 0.24, 0.03], [0.13, -0.21, -0.35], [0.25, -0.16, 0.79], [-0.49, 0.29, 0.03], [1.46, 0.02, -0.92], [-0.36, -0.56, -0.82], [0.76, 0.14, -0.16], [-0.70, -0.11, 0.79], [0.71, 0.33, -0.17], [1.82, 0.24, 1.08], [0.44, -0.41, -0.26], [1.18, 2.11, 0.23], [0.26, 0.11, -0.25], [-0.14, 0.15, 0.47], [-0.42, -0.05, -0.51], [-0.33, -0.66, 0.07], [0.40, 0.16, -0.06], [-2.15, -0.06, -0.67], [-0.74, -0.06, -0.51], [-0.17, -0.97, -0.14], [-0.66, -0.71, 0.23]],
  "lowdin_charge": [1.36, -0.05, -0.29, -0.07, 0.03, -0.48, -0.19, -0.14, -0.02, -0.07, -0.10, -0.08, -0.03, -0.23, 0.01, -0.05, -0.08, -0.10, 0.05, 0.06, 0.09, 0.10, 0.11, 0.09, 0.10, 0.10, 0.09, 0.11, 0.12, 0.11, 0.08, 0.65, 0.69, -0.71, -0.13, -0.03, -0.01, -0.14, -0.07, -0.68, -0.12, -0.04, -0.07, -0.16, 0.02, 0.11, 0.11, 0.11, 0.06, 0.11, 0.10, 0.14, 0.10, -0.04, -0.43, -0.13, -0.12, -0.44, -0.04, -0.08, 0.07, 0.03, 0.08, 0.09, 0.12, 0.09, 0.05, 0.06]
}